Record 1
{"formula": "H4SSi", "method": "wB97M-V/def2-TZVPD", "elements": ["S", "Si", "H", "H", "H", "H"], "coordinates": [[0.849, 0.536, -1.339], [-0.011, -0.052, 0.667], [-0.622, -1.532, 0.523], [0.001, -0.357, -1.880], [1.044, 0.614, 1.470], [-1.261, 0.791, 0.558]], "atomic_forces_ev_per_a": [[-0.46, -0.95, 0.98], [-1.06, 0.43, -2.70], [1.30, 1.45, 0.70], [0.12, 0.19, -0.30], [-0.34, -0.78, 0.58], [0.43, -0.34, 0.74]], "lowdin_charge": [0.221, 0.321, -0.064, -0.247, -0.112, -0.118], "smiles": "[SiH3]S", "energy_ha": -690.0426, "de_lowest_kj_mol": 73.18}



Record 2
{"formula": "H5InO2PS", "method": "wB97M-V/def2-TZVPD", "elements": ["In", "S", "P", "O", "O", "H", "H", "H", "H", "H"], "coordinates": [[0.974, 1.203, -0.562], [1.088, -2.076, 1.504], [-0.081, -0.925, 0.462], [-0.884, -1.857, -0.612], [-1.326, -0.443, 1.409], [1.290, 2.222, 0.849], [-1.536, -1.289, -1.040], [2.404, 0.795, -1.487], [-0.297, 1.976, -1.553], [-1.632, 0.394, 1.031]], "atomic_forces_ev_per_a": [[0.11, 0.44, -0.09], [0.04, -0.15, 0.02], [0.85, -0.14, 0.31], [-0.21, -0.14, -0.37], [-0.44, 0.49, 0.01], [-0.04, -0.15, -0.10], [-0.05, -0.11, -0.22], [-0.15, -0.06, 0.06], [-0.01, -0.19, 0.07], [-0.09, 0.00, 0.30]], "lowdin_charge": [0.068, 0.077, -0.042, -0.333, -0.339, -0.156, 0.035, -0.163, -0.171, 0.024], "charge": -1, "energy_ha": -1083.2171, "de_lowest_kj_mol": 9.51}



Record 3
{"formula": "H5N2OP", "method": "wB97M-V/def2-TZVPD", "elements": ["P", "O", "N", "N", "H", "H", "H", "H", "H"], "coordinates": [[-1.241, -0.139, -0.447], [1.838, -0.836, -0.535], [0.436, -0.997, -0.119], [-0.906, 1.397, 0.123], [-0.196, 1.628, 0.905], [-1.524, -1.005, 0.764], [-0.944, 2.166, -0.594], [2.140, -0.111, 0.049], [0.397, -2.102, -0.146]], "atomic_forces_ev_per_a": [[2.23, -1.66, 0.59], [-1.23, 1.42, -0.32], [0.15, -3.04, 0.75], [1.45, 1.69, 0.87], [-1.70, -0.75, -1.74], [-0.16, 1.30, -1.06], [0.00, -1.39, 1.19], [-0.21, -0.66, -0.42], [-0.52, 3.09, 0.14]], "lowdin_charge": [0.714, -0.185, -0.396, -0.346, 0.076, -0.053, 0.036, 0.066, 0.088], "smiles": "NPNO", "energy_ha": -528.9932, "de_lowest_kj_mol": 438.92}



Record 4
{"formula": "H5N2OP", "method": "wB97M-V/def2-TZVPD", "elements": ["P", "O", "N", "N", "H", "H", "H", "H", "H"], "coordinates": [[0.483, -0.047, -0.248], [1.929, -0.170, -0.301], [-0.272, -1.303, 0.547], [-0.064, 1.325, 0.535], [-1.059, 1.496, 0.521], [-0.406, 0.123, -2.270], [0.458, 2.155, 0.287], [-1.275, -1.391, 0.495], [0.206, -2.188, 0.434]], "atomic_forces_ev_per_a": [[-1.98, 0.45, -1.77], [0.68, -0.08, -0.25], [0.17, 0.34, -0.37], [0.14, -0.43, -0.28], [-0.08, 0.01, -0.03], [1.18, -0.33, 2.91], [0.00, -0.02, -0.07], [-0.04, 0.00, -0.08], [-0.05, 0.04, -0.06]], "lowdin_charge": [0.380, -0.369, -0.105, -0.114, 0.043, 0.010, 0.052, 0.047, 0.055], "energy_ha": -529.0803, "de_lowest_kj_mol": 210.23}